[1]
18
Properties=species:S:1:pos:R:3:forces:R:3:mulliken_charge:R:1 method="wB97M-V/def2-TZVPD" homo_energy_ev=-9.45 lumo_energy_ev=1.03 e_tot_ha=-384.9675
O -1.828827 3.145186 1.163492 -2.425 2.265 0.572 -0.402
O -0.605358 0.498566 0.087908 1.251 -0.574 -0.639 -0.320
C -0.310529 -1.445113 -1.973665 0.513 -0.360 4.065 -0.748
C -0.106480 -1.797990 -0.616489 -1.863 3.448 -4.590 -0.374
C -0.359890 -0.845202 0.524869 2.579 0.867 -0.089 -0.274
C -2.054262 1.799382 1.479629 1.566 -0.971 1.272 -0.467
C -0.633234 2.941729 0.485900 0.224 -2.212 1.565 -0.446
C -0.587920 1.509743 1.071915 0.061 -0.891 0.670 0.117
H -0.104147 -2.315874 -2.545134 -0.028 -0.146 -1.292 0.281
H -0.619154 -0.467729 -2.423147 0.407 -1.116 0.783 0.269
H 0.131249 -2.822976 -0.532525 0.350 -0.830 0.982 0.342
H -1.187872 -1.150401 1.107720 -0.797 -0.648 0.964 0.318
H 0.606266 -0.810936 1.126954 -1.210 -0.233 -0.162 0.288
H -2.293121 1.671418 2.568282 -0.313 -0.040 -1.089 0.268
H -2.614738 1.183534 0.752088 -0.639 0.681 0.535 0.276
H 0.124268 3.617954 0.771610 0.917 0.840 0.149 0.284
H -0.807863 2.867943 -0.526804 0.014 0.180 -2.560 0.257
H 0.138294 1.385051 1.934974 -0.607 -0.260 -1.135 0.332

---

[2]
18
Properties=species:S:1:pos:R:3:forces:R:3:mulliken_charge:R:1 method="wB97M-V/def2-TZVPD" homo_energy_ev=-8.73 lumo_energy_ev=0.86 e_tot_ha=-385.0000
C -2.734573 -0.684391 -0.376624 -0.129 0.299 0.116 -0.630
C -1.068620 0.538539 0.751370 0.420 0.010 1.226 0.343
C 0.157789 1.088876 0.900414 -2.394 -0.716 -0.524 -1.089
C 1.029514 1.446396 -0.187268 0.094 1.137 -0.856 -0.154
C 1.949027 0.639463 -0.655697 0.804 -0.680 -1.498 -0.223
C 1.957678 -0.913826 -0.420277 1.772 1.154 -1.497 -0.389
H -3.285241 -0.505186 0.571385 -0.111 -0.028 -0.771 0.331
H -3.246884 -0.371914 -1.303011 -0.361 -0.580 0.705 0.192
H -2.399065 -1.712736 -0.395291 -0.449 -0.511 -0.200 0.256
H -1.763954 0.404485 1.596383 0.563 -0.044 -0.106 0.282
H 0.553802 1.244607 1.863264 -0.135 0.491 1.276 0.414
H 0.916398 2.444078 -0.674370 0.213 -0.604 0.776 0.287
H 2.584775 1.145440 -1.442003 -0.406 -1.364 0.709 0.272
H 1.254031 -1.316771 -1.175149 0.012 0.015 0.442 0.194
H 2.966127 -1.279486 -0.727588 -0.684 0.134 0.261 0.344
H 0.953754 -0.875888 1.202679 0.703 -0.624 -0.156 0.352
O -1.565542 0.082257 -0.404676 1.151 1.264 -0.440 -0.242
O 1.740984 -1.373940 0.876466 -1.062 0.648 0.538 -0.539

---

[3]
18
Properties=species:S:1:pos:R:3:forces:R:3:mulliken_charge:R:1 method="wB97M-V/def2-TZVPD" homo_energy_ev=-8.90 lumo_energy_ev=-0.14 e_tot_ha=-384.9457
C 0.647056 -1.526327 -0.289828 -1.388 -0.240 -0.102 -1.299
C 1.087985 1.036391 0.147643 0.226 -1.638 0.453 0.166
C 0.353172 -0.412509 0.689786 5.227 1.438 0.388 1.228
C 1.322946 1.411070 -1.112311 -0.378 -0.032 0.332 -0.886
O 1.524382 1.683674 1.230786 -0.153 0.055 0.281 -0.562
O 0.556856 -0.548064 1.909211 -1.198 -0.063 -1.013 -0.730
H 1.309588 1.073225 1.985173 0.075 0.221 -0.278 0.394
H 1.723805 -1.666986 -0.359689 0.016 0.242 0.243 0.376
H 0.269759 -1.296597 -1.283766 0.011 -0.035 -0.035 0.286
H 0.179294 -2.440823 0.073106 0.038 -0.067 -0.082 0.358
H 0.937657 0.842198 -1.942670 -0.028 -0.110 -0.013 0.202
H 1.833859 2.336798 -1.334099 0.073 0.015 0.062 0.291
C -1.593906 0.133602 0.547223 0.557 2.402 -0.791 -0.387
C -2.322195 -0.409669 -0.419884 0.041 -0.400 0.101 -0.604
H -3.313444 -0.804228 -0.238402 -0.036 -0.052 0.098 0.274
H -1.936776 -0.570345 -1.417574 0.041 0.227 -0.097 0.248
H -1.952938 0.283705 1.556583 0.020 -0.172 0.055 0.361
H -0.627099 0.874884 0.258711 -3.143 -1.790 0.399 0.283

---

[4]
18
Properties=species:S:1:pos:R:3:forces:R:3:mulliken_charge:R:1 method="wB97M-V/def2-TZVPD" homo_energy_ev=-8.44 lumo_energy_ev=0.59 e_tot_ha=-384.9926
C 0.867624 -4.616519 0.419644 -0.183 0.295 -0.085 0.418
C -1.485830 3.850167 -0.027316 0.038 0.001 -0.025 -0.961
C 1.032194 -3.840566 1.456786 -0.001 -0.292 -0.272 0.151
C -0.369794 3.898625 -1.016216 -0.054 -0.067 0.182 0.138
C 1.172550 -3.044449 2.470856 0.036 0.163 0.222 -0.712
C -0.439890 4.482463 -2.197169 0.094 0.042 -0.169 -0.740
O 1.387078 -5.864319 0.316634 -0.195 0.221 -0.189 -0.478
O 0.144232 -4.264180 -0.699730 0.256 -0.484 0.066 -0.517
H 1.120158 -6.208998 -0.544846 0.026 -0.039 0.015 0.346
H -0.210899 -3.375905 -0.603515 0.052 0.054 0.151 0.311
H 0.544753 3.409701 -0.704525 0.164 -0.025 -0.073 0.281
H -1.182257 4.325266 0.905453 -0.052 0.004 0.097 0.256
H -1.743078 2.815618 0.199687 -0.070 -0.040 0.075 0.254
H -2.368333 4.357084 -0.409641 -0.095 0.027 0.016 0.299
H 0.480480 -3.046617 3.301904 -0.136 -0.024 0.116 0.241
H 1.996863 -2.348227 2.544048 0.145 0.106 -0.025 0.240
H -1.337949 4.976377 -2.531623 -0.218 0.088 -0.012 0.221
H 0.392097 4.494480 -2.880430 0.194 -0.031 -0.089 0.252

---

[5]
18
Properties=species:S:1:pos:R:3:forces:R:3:mulliken_charge:R:1 method="wB97M-V/def2-TZVPD" homo_energy_ev="-7.35 / -7.35" lumo_energy_ev="0.53 / 0.53" e_tot_ha=-384.9004
C 0.184270 -0.543168 0.635127 -5.613 1.015 1.012 -0.443
C -1.677463 0.237264 0.695649 1.337 -1.871 1.108 -0.707
C -2.585908 -0.494853 -0.256806 0.009 -0.199 0.010 -0.968
C 2.566360 -0.398288 -0.271482 0.513 1.722 -1.431 0.176
C 0.538220 0.520798 -0.131156 4.709 -0.435 -0.605 0.486
C 0.587574 1.643280 -0.779923 0.108 -0.386 -0.451 -0.790
O 3.364093 -0.905832 0.718038 -0.694 -0.103 0.536 -0.436
O 3.047739 -0.251750 -1.373295 -0.217 -0.201 0.221 -0.557
H 4.252226 -1.090777 0.350763 -0.410 0.118 -0.199 0.322
H 0.046776 -1.505099 0.155293 0.113 0.077 -0.032 0.311
H 0.504576 -0.563552 1.670196 0.130 0.030 -0.139 0.332
H -1.765020 1.318515 0.621609 0.664 0.014 -0.205 0.432
H -1.814290 -0.020399 1.743509 -0.490 -0.028 -0.029 0.317
H -0.288819 2.232110 -1.008520 -0.096 0.088 0.224 0.301
H 1.531125 1.893599 -1.256427 -0.128 0.055 0.047 0.303
H -3.639433 -0.275552 -0.051396 0.078 0.065 -0.030 0.339
H -2.386692 -0.219826 -1.293416 0.006 -0.009 -0.014 0.270
H -2.465333 -1.576470 -0.167761 -0.020 0.047 -0.023 0.313

---

[6]
18
Properties=species:S:1:pos:R:3:forces:R:3:mulliken_charge:R:1 method="wB97M-V/def2-TZVPD" homo_energy_ev=-8.06 lumo_energy_ev=0.68 e_tot_ha=-384.9909
C 0.538540 1.364614 1.378621 0.113 -0.098 0.023 -1.558
C -0.627591 -0.879251 1.371783 -0.231 0.119 -0.158 -1.195
C 0.841458 -0.155705 -0.607017 -0.143 0.419 0.294 0.133
C -0.049456 -0.454022 -1.612731 -0.505 -0.179 0.133 0.386
C 0.098833 0.171782 0.562854 0.652 -0.083 -0.103 0.816
C -1.313658 0.043730 -1.234446 0.194 -0.237 -0.443 -1.031
O 2.178599 0.097453 -0.802494 -0.122 0.061 0.108 -0.549
O 0.233787 -1.227336 -2.704937 -0.111 0.076 0.098 -0.493
H 2.661590 -0.092668 0.009371 -0.060 0.007 -0.070 0.339
H -0.410740 -1.039658 -3.396233 0.045 0.000 0.090 0.342
H -0.315126 1.797723 1.904724 0.003 -0.036 -0.030 0.399
H 0.999983 2.134688 0.759882 -0.008 -0.035 0.006 0.343
H 1.259687 1.072300 2.152876 -0.035 0.015 0.005 0.379
H 0.015104 -1.219251 2.195302 0.014 0.057 -0.053 0.349
H -0.891540 -1.742696 0.764450 0.023 0.016 0.006 0.389
H -1.536389 -0.476670 1.824848 0.016 -0.027 0.009 0.298
H -2.223969 -0.495817 -1.499452 0.006 -0.027 -0.148 0.361
H -1.459112 1.100782 -1.067401 0.150 -0.049 0.235 0.291